No. 1
# C4H8P

A cluster of 2 separate species, C4H8P in total at a distorted geometry (ωB97M-V with the def2-TZVPD basis set, OMol25).

Element x y z (Å)
1 C 1.774 -0.888 0.196
2 C 1.610 0.089 -0.659
3 C -0.340 1.395 0.962
4 C -1.336 -1.002 -0.657
5 P 0.063 -0.212 0.224
6 H 2.290 -1.620 0.768
7 H 2.429 1.008 -1.791
8 H -1.455 1.185 1.321
9 H -0.210 2.014 -0.018
10 H 0.264 1.543 1.816
11 H -1.948 -1.458 0.063
12 H -1.086 -1.764 -1.322
13 H -2.054 -0.289 -0.903

Lowest unoccupied orbital energy (eV): -4.98
Charge: +1
Orbital gap (eV): 9.86
HOMO (eV): -14.839

Results of the Mulliken charge analysis, in e, for atoms 1 through 2: -0.202 -0.339

***

No. 2
# C4H8P2

A cluster of 2 separate species, C4H8P2 in total at a distorted geometry (ωB97M-V with the def2-TZVPD basis set, OMol25).

Element x y z (Å)
1 C 0.860 -0.194 0.315
2 C 0.247 0.871 -0.322
3 C 2.027 -0.802 -0.314
4 C -0.804 1.680 0.152
5 P -2.054 -1.323 0.223
6 P -3.180 0.336 -0.159
7 H 0.692 -0.404 1.441
8 H 0.509 0.973 -1.385
9 H 2.896 -0.127 -0.151
10 H 2.350 -1.670 0.266
11 H 1.861 -1.160 -1.459
12 H -1.162 2.554 -0.370
13 H -1.355 1.560 1.213
14 H -2.888 -2.294 0.549

Lowest unoccupied orbital energy (alpha / beta) (eV): -0.73 / -0.73
Orbital gap (alpha / beta) (eV): 6.85 / 6.96
HOMO (alpha / beta) (eV): -7.580 / -7.694

Results of the Mulliken charge analysis, in e, for atoms 1 through 2: 0.007 0.050

***

No. 3
# C4H8P2

An isolated molecule of C4H8P2 at a distorted geometry (ωB97M-V with the def2-TZVPD basis set, OMol25).

Element x y z (Å)
1 H 0.301 1.244 -3.676
2 P -0.246 2.169 -2.715
3 C -0.114 0.712 -1.563
4 C 0.284 -0.583 -2.181
5 P -0.257 0.721 0.461
6 C 0.027 -0.529 1.727
7 C -0.254 0.033 3.016
8 H 0.602 -1.204 -1.352
9 H 1.085 -0.477 -2.938
10 H -0.536 -0.966 -2.740
11 H 0.393 -1.562 1.655
12 H 0.572 -0.147 3.830
13 H -1.158 -0.469 3.625
14 H -0.698 1.057 2.852

Lowest unoccupied orbital energy (alpha / beta) (eV): -1.04 / -1.04
Orbital gap (alpha / beta) (eV): 7.20 / 7.20
Structure (SMILES): [H]/P=C(C)/P=C/C
HOMO (alpha / beta) (eV): -8.242 / -8.243

Results of the Mulliken charge analysis, in e, for atoms 1 through 2: -0.003 -0.007

***

No. 4
# C4H8S

An isolated molecule of C4H8S at a distorted geometry (ωB97M-V with the def2-TZVPD basis set, OMol25).

Element x y z (Å)
1 C -1.655 -0.330 0.266
2 C -0.419 0.002 -0.585
3 C 0.728 0.818 -0.283
4 C 1.536 -0.324 0.443
5 S 0.400 -1.670 -0.275
6 H -1.544 0.069 1.420
7 H -2.565 0.325 -0.158
8 H -2.053 -1.437 0.313
9 H -0.477 0.115 -1.591
10 H 1.259 0.945 -1.303
11 H 0.768 2.048 -0.008
12 H 1.300 -0.081 1.479
13 H 2.722 -0.479 0.283

Lowest unoccupied orbital energy (eV): 0.86
Orbital gap (eV): 9.21
Structure (SMILES): C[C@H]1CCS1
HOMO (eV): -8.348

Results of the Mulliken charge analysis, in e, for atoms 1 through 2: -0.961 0.017

***

No. 5
# C4H8S

A structure of composition C4H8S at a distorted geometry (ωB97M-V with the def2-TZVPD basis set, OMol25).

Element x y z (Å)
1 C 1.337 -0.100 -0.394
2 C 2.671 -0.328 -0.183
3 C -0.485 0.795 -0.152
4 C -1.307 -0.340 0.329
5 S -3.113 -0.203 -0.164
6 H -0.327 1.447 0.605
7 H 1.012 -0.790 -1.052
8 H 3.172 0.372 0.536
9 H 3.259 -1.093 -0.573
10 H -0.609 1.220 -1.047
11 H -1.143 -0.457 1.371
12 H -1.079 -1.253 -0.161
13 H -3.388 0.730 0.886

Lowest unoccupied orbital energy (eV): 0.74
Orbital gap (eV): 10.08
HOMO (eV): -9.339

Results of the Mulliken charge analysis, in e, for atoms 1 through 2: -0.229 -0.683

***

No. 6
# C4H8S

An isolated molecule of C4H8S at a distorted geometry (ωB97M-V with the def2-TZVPD basis set, OMol25).

Element x y z (Å)
1 C -0.048 -0.359 -2.663
2 C -0.507 0.110 -1.499
3 S 0.179 1.248 -0.394
4 C -0.411 0.577 1.159
5 C 0.765 -0.069 1.921
6 H -0.588 -1.230 -3.101
7 H 0.846 -0.283 -3.314
8 H -1.362 -0.594 -1.112
9 H -0.739 1.389 1.731
10 H -1.165 -0.209 0.960
11 H 1.038 -1.070 1.425
12 H 1.651 0.674 1.979
13 H 0.341 -0.183 2.908

Lowest unoccupied orbital energy (eV): 1.00
Orbital gap (eV): 9.18
Structure (SMILES): C=CSCC
HOMO (eV): -8.182

Results of the Mulliken charge analysis, in e, for atoms 1 through 2: -0.697 0.078

***

No. 7
# C4H8S2

A structure of composition C4H8S2 at a distorted geometry (ωB97M-V with the def2-TZVPD basis set, OMol25).

Element x y z (Å)
1 C 2.684 0.528 -0.595
2 C 2.042 -0.360 0.343
3 C -0.760 0.198 0.081
4 C -0.340 1.649 0.412
5 H 2.500 0.231 -1.738
6 H 3.793 0.463 -0.216
7 H 2.467 1.700 -0.868
8 H 1.856 0.278 1.237
9 H 2.628 -1.241 0.788
10 H -0.876 2.572 -0.293
11 H -0.766 1.829 1.748
12 H 0.906 1.549 0.166
13 S 0.288 -1.120 0.114
14 S -2.429 -0.098 -0.256

Lowest unoccupied orbital energy (eV): -0.31
Orbital gap (eV): 7.97
HOMO (eV): -8.278

Results of the Mulliken charge analysis, in e, for atoms 1 through 2: -0.769 -0.763

***

No. 8
# C4H8S2

An isolated molecule of C4H8S2 at a distorted geometry (ωB97M-V with the def2-TZVPD basis set, OMol25).

Element x y z (Å)
1 S 2.119 0.093 -0.269
2 C 0.777 -0.472 0.823
3 C -0.599 -0.245 0.112
4 S -1.020 1.481 -0.098
5 C -1.065 -1.217 -0.977
6 C -1.642 -1.265 0.466
7 H 3.129 -0.408 0.452
8 H 0.839 -0.095 1.889
9 H 0.811 -1.594 0.956
10 H -1.209 1.834 1.245
11 H -1.685 -0.863 -1.748
12 H -0.399 -1.986 -1.247
13 H -2.576 -0.753 0.740
14 H -1.314 -2.115 1.042

Lowest unoccupied orbital energy (eV): 0.79
Orbital gap (eV): 9.71
Structure (SMILES): SCC1(S)CC1
HOMO (eV): -8.918

Results of the Mulliken charge analysis, in e, for atoms 1 through 2: -0.201 -0.531

***

- Which formula does entry 1 have?
  C4H8P